A structure of composition C86H196F6MgNO46S2 in a non-equilibrium geometry. Source: the OMol25 dataset; level of theory: ωB97M-V with the def2-TZVPD basis set.

Calculated values
Total charge: +1
HOMO-LUMO gap, hartree: 0.30937

The geometry in XYZ format:
```
338
Properties=species:S:1:pos:R:3:lowdin_charge:R:1
Mg -1.00966 0.71319 2.75714 0.513
C 2.16026 1.68898 0.11847 -0.558
F 2.40347 2.14333 -1.10572 0.148
F 2.37875 0.34486 0.26996 0.115
F 2.93324 2.32464 0.99952 0.134
S 0.27326 2.11406 0.49548 0.741
O 0.38311 2.75239 1.81203 -0.304
O -0.27805 2.89453 -0.58637 -0.259
N -0.48757 0.62405 0.97468 -0.295
S -0.93405 0.03506 -0.50880 0.679
O -2.25076 0.48078 -0.95131 -0.267
O 0.18158 0.15784 -1.43866 -0.285
C -1.06956 -1.86005 -0.10577 -0.529
F -2.06323 -2.11638 0.71642 0.149
F -1.40090 -2.55711 -1.24482 0.114
F 0.14136 -2.29870 0.40244 0.097
C -3.81094 -7.54116 2.06882 -0.056
O -3.11041 -7.02410 3.22026 -0.171
C -3.91129 -6.17213 3.98285 -0.210
C -5.29578 -6.70688 4.62471 -0.120
O -6.57947 -7.00402 3.98704 -0.132
C -7.08531 -5.89382 3.27521 -0.215
C -8.42880 -6.27321 2.71045 -0.177
O -8.97319 -5.27362 1.80847 -0.198
C -10.36907 -5.39733 1.42834 -0.083
H -3.92358 -6.69421 1.39199 0.073
H -4.75929 -8.03777 2.27401 0.090
H -3.17393 -8.31833 1.64654 0.086
H -4.23362 -5.24421 3.51042 0.097
H -3.41489 -5.85252 4.89911 0.112
H -5.64078 -5.87822 5.24309 0.097
H -5.04127 -7.54780 5.26983 0.123
H -6.52726 -5.65620 2.36955 0.117
H -7.04902 -4.95311 3.82462 0.107
H -9.04925 -6.39512 3.59830 0.126
H -8.45150 -7.22689 2.18313 0.105
H -10.73526 -4.56495 0.82738 0.083
H -11.09554 -5.32315 2.23756 0.078
H -10.51031 -6.35501 0.92735 0.082
C 4.84147 6.31602 0.90761 -0.061
O 3.92262 6.19501 1.98223 -0.237
C 2.65108 6.72214 1.79831 -0.175
C 1.77773 6.15598 2.96006 -0.134
O 1.92624 6.75580 4.25762 -0.124
C 3.14982 6.46779 4.89324 -0.182
C 2.94680 5.96926 6.33355 -0.177
O 2.66279 4.58593 6.23376 -0.198
C 2.69426 3.87641 7.45264 -0.118
H 4.40362 5.84797 0.02596 0.084
H 5.59630 5.65889 1.33947 0.070
H 5.26054 7.31990 0.83892 0.100
H 2.23923 6.42925 0.83254 0.104
H 2.77982 7.80298 1.74079 0.135
H 1.92066 5.08262 3.08479 0.113
H 0.71069 6.20917 2.74398 0.105
H 3.79377 7.34723 4.89338 0.131
H 3.64125 5.66660 4.34127 0.099
H 2.12176 6.53004 6.77277 0.125
H 3.74785 6.11909 7.05742 0.123
H 1.98762 4.28371 8.17573 0.090
H 3.65139 3.95040 7.96889 0.084
H 2.50408 2.80716 7.35964 0.071
C -8.01504 6.45266 -7.71671 -0.093
O -7.75704 6.50694 -6.31628 -0.169
C -7.06479 5.42744 -5.82690 -0.230
C -6.95287 5.54148 -4.30632 -0.175
O -7.00926 4.32009 -3.57596 -0.152
C -7.63922 4.48849 -2.30289 -0.184
C -6.60356 4.72509 -1.21796 -0.209
O -5.88467 3.59014 -0.72840 -0.176
C -4.86712 3.13062 -1.63001 -0.086
H -8.61372 7.27523 -8.10792 0.087
H -8.39247 5.50163 -8.09245 0.089
H -7.08914 6.66533 -8.25111 0.082
H -6.04541 5.33950 -6.20272 0.125
H -7.60936 4.50067 -6.00752 0.129
H -7.55541 6.37047 -3.93506 0.131
H -5.94052 5.79735 -3.99367 0.115
H -7.90796 3.45740 -2.07323 0.128
H -8.48729 5.15783 -2.15850 0.132
H -7.06908 5.22725 -0.36989 0.124
H -5.93425 5.46935 -1.64947 0.117
H -5.36841 2.78616 -2.53453 0.085
H -4.15494 2.40841 -1.23089 0.061
H -4.17567 3.90866 -1.95351 0.077
C -3.97868 1.61350 1.62942 -0.038
O -2.90392 1.03192 2.35965 -0.225
C -3.52243 0.11403 3.29758 -0.155
C -2.68299 -0.82616 4.10032 -0.176
O -1.51963 -1.07300 3.37144 -0.166
C -1.23186 -2.55373 3.43675 -0.041
C -0.98182 -3.13504 4.85925 -0.184
O 0.07217 -2.52739 5.53566 -0.199
C 0.40075 -2.97666 6.77568 -0.111
H -4.73330 2.19268 2.16158 0.118
H -4.55143 0.91427 1.02021 0.106
H -3.44048 2.31111 0.98772 0.088
H -4.18248 -0.55258 2.74254 0.125
H -4.17741 0.63796 3.99370 0.138
H -3.35705 -1.66684 4.26462 0.131
H -2.29954 -0.36356 5.00974 0.146
H -0.36421 -2.83366 2.83933 0.113
H -2.07387 -3.12760 3.04969 0.131
H -0.85338 -4.21578 4.91940 0.137
H -1.86447 -3.02246 5.48880 0.113
H -0.49779 -3.09536 7.38119 0.097
H 1.09816 -2.32931 7.30735 0.087
H 0.95622 -3.91318 6.72592 0.096
C 2.58303 -5.29285 3.57030 -0.114
O 2.77156 -5.49742 2.21616 -0.193
C 2.84987 -4.33632 1.41123 -0.161
C 2.93159 -4.61606 -0.10649 -0.186
O 2.38028 -3.54526 -0.80387 -0.159
C 2.36843 -3.70302 -2.20759 -0.156
C 3.51048 -2.84609 -2.80104 -0.174
O 4.81021 -3.38649 -2.46590 -0.185
C 5.59467 -2.40870 -1.83007 -0.116
H 2.41525 -6.22889 4.10302 0.098
H 1.66563 -4.70955 3.64940 0.067
H 3.41929 -4.71083 3.95763 0.089
H 3.76457 -3.84264 1.73941 0.129
H 1.91945 -3.80109 1.60084 0.100
H 2.36009 -5.51359 -0.34299 0.118
H 3.91830 -4.88781 -0.48153 0.127
H 1.42979 -3.22108 -2.48109 0.119
H 2.41001 -4.73148 -2.56624 0.132
H 3.28374 -1.78093 -2.75481 0.121
H 3.55715 -2.96435 -3.88360 0.118
H 5.80597 -1.68972 -2.62159 0.086
H 6.50208 -2.91681 -1.50366 0.092
H 5.11387 -1.86895 -1.01423 0.078
C -1.49878 -6.26367 -1.01971 -0.069
O -1.88998 -6.94742 -2.23945 -0.210
C -1.41026 -8.32049 -2.38322 -0.130
C -2.16533 -9.41213 -1.51839 -0.180
O -3.56503 -9.23432 -1.60073 -0.151
C -4.33537 -10.28437 -0.99633 -0.174
C -5.85110 -10.01627 -0.91723 -0.195
O -6.12561 -8.89806 -0.07092 -0.180
C -7.53033 -8.58828 -0.14426 -0.106
H -0.41629 -6.14152 -0.98229 0.083
H -1.97091 -6.70859 -0.14380 0.072
H -1.81432 -5.22042 -1.00721 0.063
H -0.33675 -8.39402 -2.20923 0.118
H -1.52583 -8.61079 -3.42748 0.107
H -1.78124 -9.60009 -0.51578 0.116
H -2.13516 -10.35556 -2.06349 0.115
H -4.05677 -10.41887 0.04885 0.122
H -4.26077 -11.20095 -1.58150 0.125
H -6.26850 -10.90125 -0.43693 0.126
H -6.26130 -9.91954 -1.92245 0.126
H -7.47146 -7.58152 0.26932 0.067
H -8.25859 -9.09885 0.48586 0.088
H -7.99771 -8.37457 -1.10551 0.093
C 0.07130 5.89729 -2.05044 -0.091
O 0.78709 6.92289 -1.40573 -0.190
C 2.05781 7.23734 -1.88600 -0.182
C 2.09697 7.87307 -3.35151 -0.146
O 1.21884 8.99612 -3.59144 -0.123
C 1.27953 9.45182 -4.94765 -0.199
C 2.32502 10.49355 -5.22652 -0.188
O 3.69906 10.07173 -5.18024 -0.194
C 4.12005 9.23890 -6.27164 -0.098
H 0.58972 4.94538 -1.93547 0.064
H 0.02227 6.15432 -3.10856 0.088
H -0.89625 5.86846 -1.54931 0.090
H 2.70780 6.36539 -1.95891 0.100
H 2.47457 7.88094 -1.11128 0.116
H 1.90437 7.04712 -4.03620 0.092
H 3.12963 8.15266 -3.56017 0.118
H 0.27192 9.80704 -5.16361 0.128
H 1.33824 8.55868 -5.56969 0.115
H 2.18229 11.25713 -4.46188 0.128
H 2.19872 11.06027 -6.14900 0.123
H 3.70110 8.24265 -6.12998 0.076
H 5.18534 9.34325 -6.47752 0.090
H 3.68394 9.50449 -7.23464 0.079
C 1.88116 4.03385 -4.58230 -0.010
O 3.20194 4.53467 -4.03925 -0.194
C 3.92233 3.68910 -3.14494 -0.205
C 5.36921 3.66834 -3.57692 -0.204
O 5.62775 3.00321 -4.79952 -0.140
C 6.83889 3.22614 -5.48584 -0.178
C 8.13875 2.90256 -4.70232 -0.129
O 8.50262 1.44060 -4.73916 -0.205
C 9.03267 1.05492 -6.04357 -0.098
H 1.44678 4.80206 -5.22203 0.089
H 1.22843 4.02145 -3.70944 0.047
H 1.93147 3.03600 -5.01802 0.073
H 3.53694 2.67119 -3.20369 0.114
H 3.89145 3.96113 -2.08988 0.103
H 5.99771 3.20157 -2.81848 0.107
H 5.83337 4.65334 -3.52765 0.130
H 6.80051 4.26960 -5.79864 0.125
H 6.67715 2.59063 -6.35652 0.119
H 7.94084 3.16128 -3.66213 0.095
H 8.96714 3.55901 -4.96866 0.118
H 10.00189 1.52890 -6.19868 0.084
H 8.31975 1.07386 -6.86788 0.078
H 9.30505 0.01250 -5.87840 0.081
C -2.36484 3.98063 -4.53846 -0.083
O -1.32277 3.08565 -4.88345 -0.182
C -0.98092 2.11952 -3.92024 -0.192
C -0.17230 1.00721 -4.56861 -0.229
O -0.85408 0.19051 -5.43309 -0.110
C -0.19020 -1.06789 -5.67505 -0.147
C 1.24372 -1.08083 -6.32707 -0.156
O 2.22543 -0.67656 -5.37067 -0.252
C 3.54848 -0.25521 -5.88433 -0.045
H -3.22774 3.31723 -4.59695 0.090
H -2.50844 4.78909 -5.25531 0.088
H -2.17564 4.47161 -3.58387 0.072
H -1.89307 1.60424 -3.61926 0.107
H -0.49729 2.53380 -3.03561 0.101
H 0.21422 0.41768 -3.73726 0.105
H 0.70992 1.44770 -5.03309 0.104
H -0.93311 -1.63329 -6.23763 0.126
H -0.29856 -1.67765 -4.77808 0.093
H 1.19475 -0.31680 -7.10293 0.125
H 1.49706 -2.09126 -6.64794 0.125
H 3.35586 0.63020 -6.49020 0.084
H 4.02318 -1.00775 -6.51396 0.080
H 4.11052 -0.13522 -4.95814 0.081
C 3.79257 -0.24235 8.23095 -0.114
O 3.69643 0.26705 6.93563 -0.191
C 4.72516 1.11876 6.48988 -0.176
C 6.08821 0.37675 6.54490 -0.162
O 5.87359 -0.89937 5.92276 -0.156
C 6.90786 -1.83693 6.04785 -0.169
C 8.32028 -1.38010 5.57985 -0.193
O 8.31902 -1.50689 4.17046 -0.195
C 9.45204 -0.89795 3.61249 -0.116
H 4.15870 0.40371 9.02885 0.095
H 4.54673 -1.02880 8.26010 0.080
H 2.89981 -0.75721 8.58595 0.083
H 4.85273 1.95242 7.18041 0.109
H 4.46754 1.59551 5.54413 0.104
H 6.48009 0.21749 7.54947 0.125
H 6.80806 0.97627 5.98768 0.118
H 6.56677 -2.71688 5.50246 0.132
H 6.93295 -2.08332 7.10934 0.118
H 9.08213 -2.04932 5.97965 0.123
H 8.68307 -0.40630 5.90879 0.115
H 9.60960 0.11562 3.98123 0.093
H 9.30653 -0.97159 2.53476 0.082
H 10.32533 -1.48967 3.88693 0.091
C -5.02537 -5.70607 -1.14223 -0.088
O -5.63581 -4.60820 -0.44028 -0.191
C -4.72306 -3.41616 -0.31886 -0.126
C -5.47568 -2.07573 -0.20467 -0.185
O -5.75254 -1.77750 1.12570 -0.153
C -6.88837 -2.37131 1.82175 -0.115
C -6.82242 -2.25562 3.36449 -0.220
O -5.75243 -2.85010 4.00949 -0.222
C -5.76271 -2.74980 5.46332 -0.073
H -5.82870 -6.39466 -1.40418 0.088
H -4.15565 -6.17744 -0.68451 0.054
H -4.64213 -5.42621 -2.12350 0.069
H -4.14274 -3.41018 -1.24151 0.088
H -4.03581 -3.57149 0.51279 0.109
H -6.35365 -2.13096 -0.84828 0.141
H -4.73434 -1.36686 -0.57347 0.102
H -6.93554 -3.44200 1.62300 0.098
H -7.83496 -2.02105 1.41019 0.134
H -7.75029 -2.51293 3.87532 0.133
H -6.63972 -1.18679 3.47550 0.112
H -4.79882 -3.08855 5.84313 0.071
H -6.41162 -3.51022 5.89783 0.086
H -5.85786 -1.74347 5.87115 0.090
C 1.85364 -0.84110 3.29993 -0.025
O 0.89980 0.21832 3.41470 -0.207
C 1.13946 0.94840 4.62506 -0.178
C 0.28054 2.09883 4.79140 -0.120
O -1.05936 1.71875 4.29773 -0.174
C -2.12770 2.65252 4.69780 -0.053
C -2.03007 4.00987 3.94998 -0.164
O -2.11327 3.80746 2.58295 -0.220
C -2.22170 4.92066 1.78350 -0.086
H 2.90097 -0.58539 3.46059 0.104
H 1.77439 -1.37743 2.35432 0.085
H 1.57418 -1.58532 4.04567 0.085
H 2.11585 1.43072 4.67140 0.137
H 1.10480 0.31798 5.51357 0.142
H 0.86881 2.88640 4.32049 0.132
H 0.31056 2.31825 5.85867 0.149
H -1.95312 2.90235 5.74433 0.139
H -3.10646 2.19308 4.55975 0.118
H -1.17439 4.62302 4.23275 0.137
H -2.95355 4.54665 4.16715 0.137
H -3.15542 5.41983 2.04256 0.098
H -2.22234 4.76237 0.70506 0.093
H -1.42082 5.61772 2.03010 0.085
C 8.39627 3.89943 0.37561 -0.088
O 9.45268 3.01950 -0.14098 -0.159
C 8.99910 1.66919 -0.46549 -0.172
C 8.18687 0.96022 0.55568 -0.220
O 6.93525 1.59624 0.60402 -0.158
C 5.92643 0.99156 1.37512 -0.169
C 6.06375 1.13149 2.89509 -0.154
O 6.23492 2.48962 3.30971 -0.179
C 5.17380 3.38561 3.10902 -0.104
H 8.00954 3.62877 1.35811 0.078
H 7.63349 4.17953 -0.35089 0.075
H 8.75369 4.92483 0.46993 0.079
H 9.81781 0.98062 -0.67449 0.131
H 8.32600 1.74597 -1.31938 0.119
H 8.72020 1.05488 1.50156 0.122
H 8.05906 -0.08097 0.25956 0.132
H 5.90797 -0.07396 1.14617 0.126
H 5.05525 1.56527 1.05888 0.098
H 6.89241 0.56603 3.32131 0.114
H 5.12258 0.77621 3.31470 0.107
H 4.82524 3.36051 2.07656 0.070
H 5.52812 4.41488 3.16532 0.084
H 4.35141 3.24521 3.81048 0.078
C -4.46940 -0.34874 -3.16790 -0.116
O -3.97247 -1.65118 -3.12969 -0.212
C -2.86036 -1.93331 -3.99115 -0.161
C -2.48494 -3.43583 -4.02902 -0.142
O -3.22322 -4.15312 -5.05451 -0.125
C -3.16465 -5.55216 -5.03337 -0.172
C -1.69943 -6.09262 -5.27606 -0.206
O -1.13447 -5.62868 -6.47616 -0.177
C -1.69729 -6.27665 -7.64162 -0.084
H -5.31398 -0.36904 -2.47916 0.084
H -4.81750 -0.14719 -4.18097 0.096
H -3.73085 0.41774 -2.93307 0.053
H -2.12683 -1.28320 -3.51430 0.106
H -3.11987 -1.60312 -4.99700 0.131
H -2.67233 -3.78287 -3.01288 0.096
H -1.40658 -3.51245 -4.16812 0.109
H -3.83237 -5.86144 -5.83750 0.118
H -3.62052 -5.88267 -4.10009 0.102
H -1.79915 -7.17788 -5.29512 0.105
H -1.05223 -5.83257 -4.43844 0.108
H -1.57854 -7.36005 -7.62637 0.085
H -1.05912 -5.83166 -8.40505 0.090
H -2.73706 -6.08544 -7.90697 0.082
```